ORCA calculation (ωB97M-V/def2-TZVPD) on a molecular structure, C36H35Br3FN4O4W.

XYZ file:
```
84
Properties=species:S:1:pos:R:3:mulliken_charge:R:1
W 0.4118 0.3468 -1.1133 1.62
Br -3.1831 -3.0473 -2.3647 -0.11
C -3.4384 -1.2422 -1.8858 0.37
C -4.7278 -0.6782 -1.9364 -0.16
C -4.9278 0.6369 -1.6232 -0.18
Br -6.6744 1.3451 -1.7031 -0.19
C -3.8423 1.4740 -1.2549 1.16
C -3.9115 2.8511 -0.9468 -1.11
C -2.7602 3.5200 -0.6422 -1.46
C -1.5257 2.8502 -0.6463 -0.32
N -1.4248 1.5625 -0.9202 0.38
C -2.5747 0.8782 -1.1992 -0.41
C -2.3653 -0.4821 -1.4999 -0.56
O -1.1125 -0.9076 -1.4008 -0.01
H -5.5626 -1.2998 -2.2281 0.49
H -4.8662 3.3579 -0.9607 0.41
H -2.7744 4.5735 -0.4021 0.51
H -0.6088 3.3738 -0.4207 0.90
C -2.3571 -2.7155 1.2684 -1.87
C -0.9863 -2.1438 1.6327 2.24
C -0.2643 -3.1224 2.5660 -1.72
C -1.0984 -0.7558 2.2408 0.63
C -2.0228 -0.5475 3.2609 -0.35
C -2.1293 0.6774 3.8923 -1.52
C -1.3038 1.7206 3.5113 -0.48
C -0.3610 1.5637 2.5014 0.85
C 0.5784 2.7115 2.1736 1.51
C 1.7873 2.7232 3.1177 -1.45
C -0.1129 4.0779 2.2418 -2.06
C -0.2799 0.3177 1.8583 -1.09
N 0.7116 0.1186 0.8200 1.71
C 1.9837 -0.2729 1.2919 1.64
C 2.2559 -0.7116 2.5901 -0.99
C 3.5416 -1.0653 2.9693 -1.06
C 4.6025 -0.9774 2.0767 -0.73
C 4.3690 -0.5199 0.7873 -0.57
C 3.0818 -0.1889 0.4456 -0.01
F 2.8454 0.2980 -0.8238 -0.42
H -2.2455 -3.6221 0.6711 0.34
H -2.9533 -2.0016 0.7015 0.45
H -2.9217 -2.9878 2.1614 0.50
H -0.4027 -2.0533 0.7171 -1.12
H -0.7789 -3.1843 3.5270 0.35
H 0.7675 -2.8300 2.7530 0.38
H -0.2600 -4.1249 2.1302 0.47
H -2.6629 -1.3625 3.5743 0.43
H -2.8512 0.8174 4.6862 0.41
H -1.3852 2.6738 4.0172 0.39
H 0.9531 2.5662 1.1606 -0.47
H 1.4565 2.8181 4.1543 0.35
H 2.4318 3.5735 2.8887 0.44
H 2.3839 1.8160 3.0346 0.24
H -0.2495 4.4015 3.2749 0.55
H -1.0965 4.0680 1.7707 0.47
H 0.5035 4.8316 1.7492 0.36
H 1.4496 -0.7514 3.3098 0.72
H 3.7160 -1.3999 3.9831 0.47
H 5.6047 -1.2410 2.3835 0.44
H 5.1610 -0.4009 0.0600 0.53
Br -0.6321 -1.2568 -4.4646 -0.01
C 0.2605 0.4019 -4.5151 0.35
C 0.5682 0.9171 -5.7660 -0.77
C 1.2058 2.1403 -5.8455 -0.48
C 1.5100 2.8054 -4.6696 -0.84
C 1.1723 2.2142 -3.4732 0.32
N 0.5496 1.0204 -3.3699 -0.18
C 1.4887 2.8995 -2.1781 0.34
O 1.9494 4.0060 -2.1352 -0.63
O 1.1974 2.1696 -1.1151 -0.60
H 0.3015 0.3576 -6.6497 0.45
H 1.4576 2.5645 -6.8076 0.45
H 2.0019 3.7670 -4.6488 0.57
C 3.1138 -3.5316 -1.0500 -0.99
N 1.6787 -3.6958 -1.2581 0.27
C 1.1306 -5.0408 -1.1425 -0.95
C 0.8953 -2.6673 -1.4585 0.18
O 1.3380 -1.4904 -1.5412 -1.14
H 3.6284 -4.3916 -1.4731 0.41
H 3.3317 -3.4667 0.0175 0.30
H 3.4531 -2.6238 -1.5394 0.30
H 1.4031 -5.4622 -0.1752 0.37
H 1.5290 -5.6760 -1.9330 0.33
H 0.0464 -5.0042 -1.2228 0.31
H -0.1718 -2.8629 -1.5675 0.35
```

2S+1 = 1
Total charge = +1
Highest occupied orbital energy (spin up / spin down) = -0.35997 / -0.36000 hartree
Orbital gap (spin up / spin down) = 6.80 / 6.79 eV
Energy = -9801.7849 hartree